Formula: C68H159N13O16
Source: OMol25
Level of theory: ωB97M-V with the def2-TZVPD basis set

Summary:
- HOMO-LUMO gap: 0.3020 Eh
- LUMO level: 0.2 eV
- Structure (SMILES): CC1(C)CCCC(C)(C)N1O.CC1(C)CCCC(C)(C)N1O.CC1(C)CCCC(C)(C)N1O.CC1(C)CCCC(C)(C)N1O.COCCNCCOC.COCCNCCOC.COCCNCCOC.COCCNCCOC.COCCNCCOC.NC(N)=O.NC(N)=O
- Max |F|: 7.4 eV/A

```
256
Properties=species:S:1:pos:R:3:forces:R:3
C 7.84680 7.28533 -7.88996 0.9 0.5 1.5
C 8.13485 6.09425 -6.91326 -0.9 -1.3 -0.2
C 6.97857 5.03867 -7.08768 0.6 -0.1 1.1
C 9.42781 5.36700 -7.34236 1.5 1.8 -0.7
C 10.73950 6.20493 -6.92142 -0.3 -1.0 1.1
C 10.86779 6.36631 -5.37410 -1.7 -0.4 -0.4
C 9.53803 6.93230 -4.73438 0.2 -0.5 -0.7
C 9.52285 6.43758 -3.24065 0.3 1.4 -0.9
C 9.62655 8.48915 -4.73421 0.4 -0.7 0.0
N 8.30144 6.42150 -5.48356 1.7 -1.2 0.6
O 7.20730 7.06299 -4.93494 -0.5 0.4 -0.3
H 8.73003 7.89375 -7.69546 0.2 0.4 -1.1
H 7.64767 7.03586 -8.93218 0.6 -0.3 0.1
H 7.03934 7.96794 -7.62511 -0.4 -0.4 0.5
H 7.07351 4.47115 -8.01343 0.0 0.4 -0.3
H 7.10468 4.29044 -6.30515 0.0 0.0 0.2
H 5.96415 5.41636 -6.95963 0.1 0.3 -0.2
H 9.56232 4.30623 -7.13073 -0.4 0.1 1.0
H 9.31948 5.32187 -8.42603 0.5 0.3 -0.3
H 11.67229 5.67983 -7.12711 -0.2 -0.2 -0.8
H 10.83380 7.18972 -7.37902 -0.4 -0.1 -0.3
H 11.75418 6.93660 -5.09635 -0.2 0.6 -0.1
H 11.11065 5.40861 -4.91371 -0.4 -0.4 -0.2
H 10.49229 6.85685 -2.97139 0.3 -0.7 0.7
H 9.42625 5.36462 -3.07480 0.2 0.1 -0.4
H 8.84231 6.96326 -2.57085 -0.4 0.0 -0.4
H 9.95680 8.91927 -5.67974 -0.7 -0.2 -0.5
H 10.47055 8.79726 -4.11709 -0.3 -0.1 0.6
H 8.68507 8.89723 -4.36654 0.3 0.4 0.0
H 7.36939 7.94097 -5.28775 -0.9 0.7 0.2
C -0.26573 -10.47821 -3.90628 1.4 0.6 1.0
C -0.13768 -8.90966 -3.57078 -0.8 -0.8 -1.3
C -0.17707 -8.30730 -4.97183 -0.2 1.7 -0.7
C -1.48587 -8.53582 -2.83768 0.8 -1.0 0.4
C -1.45418 -7.23722 -2.04734 -1.8 -0.9 -2.6
C -0.28642 -7.27996 -1.19611 0.3 0.5 1.5
C 1.04970 -7.33402 -1.87379 0.7 -1.1 -0.1
C 1.38489 -6.04346 -2.58386 1.6 0.4 0.3
C 2.09395 -7.61278 -0.76193 0.1 0.9 -0.6
N 1.07627 -8.51466 -2.79481 -2.5 -1.2 1.5
O 2.27978 -8.75672 -3.43770 -0.2 0.5 -0.1
H -1.26211 -10.73809 -4.26376 0.0 0.2 0.2
H 0.45801 -10.82496 -4.64389 0.0 0.5 -0.4
H 0.03520 -11.09552 -3.05983 -0.5 0.1 0.5
H 0.62652 -8.60597 -5.64499 0.0 -0.3 0.1
H -1.13557 -8.39515 -5.48337 -0.1 -1.1 0.0
H -0.17826 -7.21751 -4.99334 0.6 0.5 0.5
H -2.30723 -8.61981 -3.54931 0.1 0.2 -0.1
H -1.63962 -9.34632 -2.12526 -0.1 -0.1 0.2
H -1.47623 -6.46732 -2.81861 0.3 0.7 0.3
H -2.36853 -7.11677 -1.46633 -0.1 -0.1 0.0
H -0.33509 -8.16087 -0.55600 -0.2 -0.1 0.2
H -0.41387 -6.40264 -0.56193 0.9 0.1 0.4
H 0.89346 -5.87268 -3.54169 -0.3 0.3 0.4
H 2.46067 -6.00965 -2.75609 0.3 -0.6 -0.7
H 1.43085 -5.22524 -1.86518 -1.2 0.4 -0.1
H 2.17410 -6.74662 -0.10508 -0.1 0.2 0.0
H 3.06128 -7.69448 -1.25761 0.1 -0.5 0.3
H 1.83059 -8.44927 -0.11461 0.1 -0.2 -0.4
H 2.33880 -7.98276 -4.00260 0.7 0.2 -0.7
C -12.77239 1.58641 -4.70493 1.0 0.3 0.0
C -13.24450 0.77604 -3.46655 0.3 0.6 -2.3
C -13.80723 1.69418 -2.39948 1.0 -0.2 2.2
C -14.38377 -0.00787 -4.03846 -0.1 -1.4 0.5
C -14.71027 -1.07743 -3.04411 -1.0 -1.8 0.7
C -13.52768 -2.06700 -2.73249 1.2 2.2 0.5
C -12.18455 -1.32468 -2.21097 -0.9 -0.1 0.0
C -12.24740 -1.03641 -0.66775 -0.1 -1.0 -0.9
C -10.94717 -2.26326 -2.48754 0.5 0.3 -0.8
N -12.10453 -0.07131 -2.99975 -3.7 -3.4 -3.5
O -11.11742 0.72092 -2.69514 2.8 1.8 2.1
H -12.57026 0.99867 -5.60037 -0.1 -0.7 0.3
H -13.53668 2.28430 -5.04685 0.0 0.3 0.4
H -11.81606 2.08261 -4.53962 -0.2 0.4 0.2
H -13.00249 1.97087 -1.71835 0.5 0.4 0.0
H -14.28194 2.65820 -2.58233 -0.2 -0.4 -0.8
H -14.38150 1.10186 -1.68711 -0.7 0.1 -0.3
H -15.19686 0.68382 -4.25880 -0.2 -0.1 0.2
H -14.17646 -0.54826 -4.96210 0.5 0.4 -0.2
H -15.21357 -0.69232 -2.15728 0.5 0.2 0.4
H -15.51379 -1.69945 -3.43851 -0.1 -0.3 -0.3
H -13.23494 -2.53594 -3.67191 -0.2 -0.3 0.1
H -13.78041 -2.77873 -1.94658 -0.2 -0.2 -0.3
H -12.01672 -2.00039 -0.21430 -0.1 0.1 0.4
H -13.24631 -0.74328 -0.34470 0.0 0.2 0.0
H -11.48454 -0.33689 -0.32600 0.0 0.1 0.0
H -10.85101 -2.53761 -3.53805 -0.5 0.1 -0.2
H -10.83266 -3.21285 -1.96480 -1.1 0.0 0.5
H -9.94772 -1.86553 -2.31141 -0.2 1.0 0.3
H -11.47208 0.97097 -1.83881 1.4 1.4 1.0
C 11.36948 3.18516 6.78299 -1.3 0.4 0.3
C 10.21321 2.79611 5.83713 0.4 0.6 -1.2
C 10.69229 3.35637 4.38985 -0.5 -1.0 0.4
C 10.11529 1.25154 5.86762 -1.9 -0.2 -1.3
C 8.71477 0.72985 5.29848 1.8 0.2 0.1
C 7.50021 1.36796 5.91995 0.6 1.9 -0.2
C 7.57429 2.96386 5.83459 0.3 -1.2 2.0
C 7.20782 3.40289 4.45592 -0.3 1.0 -1.0
C 6.63191 3.53573 6.96298 -0.1 -0.7 -1.0
N 8.92214 3.40129 6.27214 1.2 -1.8 0.4
O 9.04125 4.79578 6.27538 -0.2 0.4 0.0
H 12.32148 2.72936 6.51091 -0.1 0.0 -0.2
H 11.42447 4.27354 6.76048 0.4 0.0 0.2
H 11.09436 2.85168 7.78358 0.2 0.1 0.2
H 11.62146 2.86746 4.09710 0.0 -0.3 0.1
H 9.96122 3.15253 3.60749 -0.1 -0.2 0.0
H 10.93258 4.41451 4.28641 -0.4 0.2 0.8
H 10.90099 0.93510 5.18158 0.0 -0.4 0.1
H 10.24901 0.73676 6.81904 0.3 0.7 0.4
H 8.81457 0.90227 4.22684 -0.6 -0.1 -0.2
H 8.61864 -0.34240 5.46917 0.3 -0.1 -0.2
H 7.41440 1.05912 6.96175 -0.1 0.0 0.1
H 6.61990 1.04516 5.36413 -0.2 0.1 0.2
H 7.78300 2.94045 3.65379 0.3 -0.2 0.2
H 7.37065 4.47734 4.37135 0.0 0.1 -0.1
H 6.17067 3.23679 4.16463 -0.2 -0.1 0.4
H 6.47963 4.61309 6.89801 -0.2 -0.1 -0.3
H 6.97485 3.31936 7.97475 0.5 -0.2 -0.2
H 5.70457 2.97241 6.85907 -0.4 0.4 0.0
H 8.97882 4.96334 7.21858 0.0 0.5 0.1
C 3.30410 0.53541 -0.95300 0.1 -0.8 1.1
O 2.47619 1.11226 -1.87546 -0.6 0.2 -2.1
C 1.83666 2.24416 -1.39065 -2.0 1.8 0.5
C 0.42277 1.86952 -0.84240 0.7 -0.3 1.6
N -0.36670 1.25118 -1.82531 -1.8 -1.9 -1.5
C -1.31400 0.20920 -1.29152 0.1 0.7 1.5
C -2.45726 0.73293 -0.35691 -0.5 0.8 -1.5
O -2.10947 1.39666 0.82804 0.3 0.7 -0.4
C -1.56258 0.56223 1.79383 0.6 -0.6 -0.1
H 4.08471 1.26665 -0.74320 0.2 -0.3 0.8
H 3.73713 -0.41733 -1.25775 0.1 0.2 -0.7
H 2.63889 0.23258 -0.14438 0.6 0.3 1.0
H 1.77048 3.00156 -2.17174 -0.2 -0.3 -0.5
H 2.35966 2.79832 -0.61125 0.5 -0.5 0.4
H -0.26957 2.50140 -0.28607 0.9 1.3 -0.2
H 0.63290 1.14118 -0.05917 0.4 -0.5 0.5
H 0.29931 0.71934 -2.36723 -0.1 -0.2 -0.6
H -0.77238 -0.48006 -0.64372 0.5 -0.5 -0.2
H -1.77463 -0.37543 -2.08785 0.1 0.3 -0.1
H -3.22483 0.00960 -0.08169 0.3 -0.9 -0.3
H -3.01452 1.45303 -0.95608 0.0 0.3 0.1
H -2.31156 -0.04405 2.30329 -0.3 0.3 0.5
H -0.94824 1.18835 2.44087 -0.3 -0.2 0.3
H -0.92240 -0.19221 1.33658 0.4 0.0 0.0
C 0.89550 8.64607 -7.61463 0.6 -2.1 -1.2
O 0.34413 8.51192 -8.94859 -0.4 0.3 1.1
C -0.47117 9.59885 -9.33511 0.1 0.5 -1.5
C -0.90882 9.43433 -10.81721 0.6 0.0 0.8
N 0.30190 9.35452 -11.60743 0.0 -0.1 -0.9
C 0.19704 8.63369 -12.92837 -2.5 1.1 2.8
C 1.43487 8.65010 -13.66450 2.0 -1.3 -1.6
O 2.36855 7.73858 -13.06612 1.0 0.5 -0.2
C 3.58603 7.67185 -13.83294 -0.4 0.1 0.3
H 1.34993 7.65811 -7.54022 -0.2 -0.3 0.6
H 0.16276 8.75332 -6.81483 -0.1 0.4 -0.2
H 1.80333 9.24144 -7.51728 -0.5 1.0 -0.3
H 0.18909 10.46506 -9.29230 -0.4 0.6 0.1
H -1.38942 9.74009 -8.76506 0.2 -0.1 0.6
H -1.52075 10.29188 -11.09691 -0.1 0.1 0.0
H -1.54132 8.54956 -10.88952 -0.2 -0.4 -0.1
H 0.95748 8.93134 -10.96616 0.5 -0.5 -0.6
H -0.62363 9.11107 -13.46385 0.3 0.5 -0.3
H -0.25882 7.65838 -12.75794 0.6 -0.7 -0.1
H 1.87903 9.63195 -13.82820 0.0 0.3 0.6
H 1.31970 8.26250 -14.67673 -0.6 0.0 -0.4
H 4.43263 7.42701 -13.19153 -0.2 0.0 0.2
H 3.81064 8.61372 -14.33350 -0.1 0.3 0.2
H 3.54371 6.92600 -14.62669 -0.3 -0.3 0.0
C -0.15845 1.84647 10.66965 0.6 0.6 0.9
O 0.97812 2.55565 11.17483 0.1 0.0 0.0
C 0.96146 2.63562 12.60697 0.3 0.7 -0.3
C -0.07340 3.63310 13.13208 -1.8 -1.2 -0.9
N -0.06848 4.93750 12.56263 1.4 1.5 0.2
C -0.90721 5.99064 13.10264 -0.5 1.5 -1.8
C -0.65155 7.22240 12.08660 -0.1 -1.8 1.5
O -1.09059 6.74625 10.80176 1.9 0.6 -0.3
C -0.35439 7.40207 9.73591 -0.3 1.5 0.9
H -1.01226 2.51298 10.79160 -0.4 -0.4 -0.5
H -0.28332 0.96485 11.29834 -0.3 -0.3 -0.1
H 0.00088 1.53286 9.63798 0.1 0.3 0.1
H 1.95930 2.92062 12.94042 0.1 -0.1 -0.3
H 0.72371 1.63466 12.96702 0.0 0.0 0.5
H -0.18443 3.62204 14.21636 0.4 0.1 0.0
H -0.99136 3.21944 12.71454 -0.7 -0.8 0.7
H -0.29471 4.89664 11.57914 0.3 -0.1 -0.1
H -0.75776 6.25856 14.14857 0.6 -0.1 -0.1
H -1.97904 5.82791 12.98954 -0.4 -0.6 0.1
H 0.42324 7.34933 12.21618 0.2 0.2 -0.9
H -1.12605 8.16942 12.34367 -0.4 -0.1 0.1
H -0.75508 8.41228 9.65214 -1.1 -0.1 -0.9
H -0.27926 6.85329 8.79714 -0.5 -0.1 0.4
H 0.62486 7.80594 9.99295 0.7 -1.3 0.6
C -8.06568 -2.89227 6.29646 0.2 -0.7 -1.3
O -8.00032 -3.91048 7.26864 -2.5 1.2 -0.4
C -6.79038 -4.41075 7.58559 2.7 -1.5 0.7
C -6.95847 -5.68434 8.44831 -0.5 2.0 1.0
N -5.74829 -6.42618 8.66752 0.9 0.0 -2.3
C -5.03678 -6.90437 7.41652 0.2 -1.2 1.8
C -5.85897 -7.63186 6.35597 1.1 0.4 1.2
O -6.57201 -6.61866 5.70872 -0.2 -0.8 -0.7
C -7.63790 -7.11478 4.94106 -0.7 1.6 -0.9
H -9.08852 -2.61703 6.03928 -0.2 0.1 1.0
H -7.76317 -3.30005 5.33194 0.6 -0.2 -0.2
H -7.45109 -2.00424 6.44400 0.0 0.0 0.6
H -6.16549 -3.73387 8.16822 -0.1 0.5 0.4
H -6.13540 -4.65129 6.74820 -0.4 0.0 -0.6
H -7.87008 -6.22520 8.19428 0.1 -0.3 -0.6
H -7.11900 -5.27695 9.44650 -0.7 0.0 0.2
H -6.03041 -7.20002 9.25204 0.6 -0.4 -0.1
H -4.25015 -7.52095 7.85142 -0.2 -0.8 -0.2
H -4.36167 -6.21736 6.90626 -0.7 1.0 0.2
H -6.46980 -8.42673 6.78392 -0.5 0.2 0.2
H -5.14477 -8.15597 5.72088 0.0 0.1 -0.6
H -7.44009 -8.03997 4.39976 -0.1 -0.3 0.6
H -7.86087 -6.38653 4.16130 0.6 0.2 -0.4
H -8.57947 -6.98939 5.47571 -0.1 -1.2 0.6
C 1.30373 -7.04705 5.86630 -1.0 -0.8 1.6
O 1.10824 -8.43681 6.05594 -0.7 -0.5 -2.6
C 1.69473 -8.95497 7.20234 0.2 2.2 0.3
C 2.11770 -10.35758 7.03646 -1.8 -0.5 -0.4
N 0.91199 -11.24484 7.03796 1.2 -0.9 0.4
C 1.30783 -12.59878 6.68805 0.7 -0.7 -0.4
C 1.28000 -12.74852 5.11470 0.4 0.1 0.8
O 0.03572 -12.33965 4.58879 -1.2 1.2 0.6
C 0.00058 -11.96987 3.19127 1.0 -3.0 -0.1
H 0.64416 -6.68372 5.07823 0.6 -0.2 -0.4
H 2.37018 -6.82560 5.82413 0.0 0.4 -0.5
H 0.87081 -6.63435 6.77754 0.3 0.9 0.2
H 0.97777 -8.73893 7.99442 0.2 -0.6 0.7
H 2.56149 -8.31215 7.35601 0.6 -0.2 0.6
H 2.77338 -10.58630 7.87663 -0.1 -0.5 0.0
H 2.66241 -10.41302 6.09394 0.4 -0.1 -0.1
H 0.32633 -11.22257 6.21541 -0.6 2.4 -0.1
H 0.74442 -13.33414 7.26241 -0.7 -0.1 -0.6
H 2.31124 -12.84873 7.03273 0.4 0.3 -0.3
H 1.57640 -13.77377 4.89307 -0.3 -0.2 -0.5
H 1.99141 -12.05315 4.66919 0.6 -0.1 0.2
H -0.90013 -11.54229 2.75081 -0.1 0.5 1.2
H 0.02638 -12.99048 2.80944 0.0 0.0 -1.2
H 0.91042 -11.52436 2.78902 0.0 0.6 0.5
N -4.39904 -2.01558 -8.06561 1.4 -1.8 -0.8
C -5.60666 -1.80841 -7.54975 -2.1 -1.3 -1.9
N -5.67070 -0.62289 -7.03249 -0.7 3.2 2.2
O -6.64698 -2.45582 -7.69314 1.0 -1.0 0.2
H -4.21168 -2.95236 -8.39338 0.5 0.4 0.0
H -3.69394 -1.32485 -7.85155 0.3 -0.9 -0.3
H -4.89989 0.00919 -7.19505 -0.8 0.4 0.4
H -6.64008 -0.40202 -6.85473 0.4 1.0 0.2
N -0.43725 3.33586 -9.51296 0.1 2.3 -7.0
C -0.50828 2.64970 -8.44991 1.5 -1.4 0.8
N -0.52381 3.52926 -7.48436 -0.9 1.2 5.9
O -0.37576 1.45467 -8.39200 -1.0 -1.9 0.7
H -0.41296 2.85369 -10.40011 0.3 0.4 0.1
H -0.29892 4.33354 -9.43805 -0.3 -0.4 -0.8
H -0.98134 3.21695 -6.63984 0.6 0.4 0.3
H -0.31420 4.51105 -7.59503 -0.4 -0.5 0.1
```
Positions in Å, forces in eV/Å.